# 1
35
Properties=species:S:1:pos:R:3 method="wB97M-V/def2-TZVPD" homo_ev="-13.63 / -13.63" homo_lumo_gap_ev="8.716 / 8.756" spin_multiplicity=5 largest_force_ev_per_a=1.69 s_squared=6.004 lumo_ev="-4.9 / -4.9" charge=+1
Ho -0.59 0.46 -1.01
F -1.15 -3.31 -4.13
C -0.39 -2.20 -4.05
F 0.52 -2.13 -5.02
F -1.23 -1.11 -4.19
C 0.28 -2.10 -2.64
O 1.46 -2.28 -2.56
O -0.47 -1.64 -1.68
N 1.37 0.96 -2.68
H 1.77 0.19 -3.26
H 2.13 1.42 -2.15
H 1.09 1.57 -3.48
C 0.48 0.20 4.31
C 0.33 0.25 2.79
S -1.35 -0.24 2.41
O -1.41 -0.05 0.88
C -1.08 -2.10 2.53
C -0.30 -2.67 1.36
H 1.40 0.74 4.57
H 0.47 -0.87 4.63
H -0.37 0.70 4.77
H 0.99 -0.43 2.25
H 0.50 1.23 2.36
H -2.08 -2.50 2.60
H -0.64 -2.16 3.55
H -0.82 -2.50 0.43
H -0.02 -3.76 1.47
H 0.57 -2.08 1.23
F -0.88 5.10 -1.70
Te -0.13 3.80 -0.65
F 1.38 3.99 -1.69
F -1.00 2.60 -2.04
F 0.60 5.06 0.51
F -1.72 3.67 0.21
O 0.29 2.16 0.10


# 2
23
Properties=species:S:1:pos:R:3 method="wB97M-V/def2-TZVPD" homo_ev=-12.43 homo_lumo_gap_ev=6.629 largest_force_ev_per_a=6.67 lumo_ev=-5.8 relative_energy_kj_mol=335.0 charge=+1
C 1.82 0.33 0.12
C 3.19 -0.10 0.14
C 1.60 1.83 0.05
C -2.55 -0.94 0.94
C -2.46 0.60 -1.18
C -2.13 0.21 0.22
N 0.80 -0.38 0.22
P 0.92 -2.03 0.06
H 3.85 0.60 0.79
H 3.82 0.16 -0.82
H 3.37 -1.23 0.40
H 2.54 2.40 0.15
H 0.81 2.14 0.87
H 1.20 2.12 -0.92
H -1.59 -1.66 0.83
H -2.55 -0.90 2.05
H -3.30 -1.47 0.52
H -3.45 1.20 -1.12
H -2.88 -0.22 -1.88
H -1.68 1.11 -1.48
H -1.21 0.54 0.60
H -0.37 -2.27 0.67
H 0.26 -2.05 -1.23